(1)
The following is a quantum chemistry calculation of a single C3H6N2O molecule, from the OMol25 dataset.

total energy: -8231.916 eV
energy relative to the best compared isomer or geometry (same formula, charge and spin): 4.782 eV
HOMO level: -8.7209 eV
total charge: 0
HOMO-LUMO gap: 8.7 eV

Geometry (Å):
H1 0.40 2.28 0.46
C1 0.85 0.59 -0.51
H2 0.49 -1.68 0.54
N1 0.48 1.27 0.53
O1 -1.88 0.92 0.56
C2 -0.32 -1.13 0.03
H3 -0.29 -1.31 -1.04
C3 -0.81 0.43 0.90
H4 1.39 -0.25 -2.23
N2 1.52 0.44 -1.51
H5 -1.27 -1.56 0.36
H6 -0.59 0.03 1.90

Here are the natural (NBO) charges for atoms 1 to 8, given in e:
1. H 0.42
2. C 0.76
3. H 0.21
4. N -0.69
5. O -0.67
6. C -0.84
7. H 0.21
8. C 0.43


(2)
The following is a quantum chemistry calculation of 2 unconnected molecules or ions with the total composition C3H6N2O in a non-equilibrium geometry, from the OMol25 dataset.

total energy: -8234.860 eV
energy relative to the best compared isomer or geometry (same formula, charge and spin): 1.838 eV
HOMO level: -8.4673 eV
total charge: 0
structure (SMILES): c1c[nH]cn1.O
HOMO-LUMO gap: 9.1 eV

Geometry (Å):
H1 -0.34 0.67 -4.30
H2 -0.77 0.44 -2.93
H3 -1.97 -0.16 1.96
C1 -0.01 -1.19 1.50
O1 -0.02 0.38 -3.48
H4 -1.08 1.65 0.46
C2 0.80 0.42 0.30
H5 1.63 1.06 0.06
C3 -1.02 -0.14 1.45
H6 0.00 -2.24 2.00
N1 1.06 -0.78 0.78
N2 -0.48 0.92 0.81

Here are the natural (NBO) charges for atoms 1 to 8, given in e:
1. H 0.46
2. H 0.46
3. H 0.22
4. C -0.11
5. O -0.92
6. H 0.42
7. C 0.12
8. H 0.20


(3)
The following is a quantum chemistry calculation of a molecular structure, C3H6N2O, from the OMol25 dataset.

total energy: -8232.788 eV
energy relative to the best compared isomer or geometry (same formula, charge and spin): 3.911 eV
HOMO level: -9.4247 eV
total charge: 0
HOMO-LUMO gap: 9.6 eV

Geometry (Å):
H1 -1.07 1.13 1.27
H2 0.75 -0.42 1.78
C1 -0.48 -0.81 -1.22
C2 -0.15 1.21 0.68
N1 -0.06 -1.14 0.00
H3 0.45 2.05 1.04
H4 1.65 0.05 0.33
O1 -0.83 -1.50 -2.25
N2 -0.74 0.23 -1.91
H5 0.25 -2.10 0.10
H6 -0.44 1.46 -0.35
C3 0.65 -0.09 0.74

Here are the natural (NBO) charges for atoms 1 to 8, given in e:
1. H 0.22
2. H 0.21
3. C 0.61
4. C -0.62
5. N -0.61
6. H 0.22
7. H 0.19
8. O -0.44


(4)
The following is a quantum chemistry calculation of a single C3H6N2O molecule in a non-equilibrium geometry, from the OMol25 dataset.

total energy: -8233.800 eV
energy relative to the best compared isomer or geometry (same formula, charge and spin): 2.899 eV
HOMO level: -9.1182 eV
total charge: 0
structure (SMILES): [H]/N=C(N)\C=C\O
HOMO-LUMO gap: 10.0 eV

Geometry (Å):
O1 -1.59 -1.92 -1.13
C1 -0.27 -0.06 -0.73
N1 1.86 0.80 0.39
N2 -0.08 1.45 1.36
H1 2.30 1.27 1.17
C2 0.51 0.76 0.47
H2 0.09 0.11 -1.73
H3 -1.29 -1.20 0.89
H4 2.34 -0.01 0.02
H5 -1.09 1.27 1.38
C3 -0.96 -0.96 -0.10
H6 -1.82 -1.51 -1.98

Here are the natural (NBO) charges for atoms 1 to 8, given in e:
1. O -0.77
2. C -0.33
3. N -0.82
4. N -0.74
5. H 0.40
6. C 0.44
7. H 0.24
8. H 0.23


(5)
The following is a quantum chemistry calculation of a single C3H6N2O molecule, from the OMol25 dataset.

total energy: -8235.800 eV
energy relative to the best compared isomer or geometry (same formula, charge and spin): 0.898 eV
HOMO level: -9.9897 eV
total charge: 0
structure (SMILES): [H]/N=C(\C)NC=O
HOMO-LUMO gap: 10.8 eV

Geometry (Å):
H1 -1.73 1.06 0.86
N1 -0.83 0.87 -1.63
C1 -0.88 0.38 0.82
O1 2.63 -0.68 0.24
N2 0.58 -0.74 -0.80
H2 1.05 -0.66 -1.70
H3 -1.17 -0.57 1.27
H4 -0.08 0.81 1.45
H5 -1.54 1.55 -1.36
C2 -0.43 0.21 -0.62
C3 1.45 -0.92 0.28
H6 0.95 -1.32 1.18

Here are the natural (NBO) charges for atoms 1 to 8, given in e:
1. H 0.23
2. N -0.67
3. C -0.70
4. O -0.53
5. N -0.66
6. H 0.41
7. H 0.23
8. H 0.24


(6)
The following is a quantum chemistry calculation of a molecular structure, C3H6N2O in a non-equilibrium geometry, from the OMol25 dataset.

total energy: -8231.109 eV
energy relative to the best compared isomer or geometry (same formula, charge and spin): 5.590 eV
HOMO level: -9.6706 eV
total charge: 0
HOMO-LUMO gap: 9.3 eV

Geometry (Å):
H1 1.67 -0.71 -0.98
C1 0.84 -1.14 -0.40
H2 0.17 0.18 1.81
H3 0.47 -0.66 1.73
C2 -0.10 0.93 -0.27
H4 0.79 1.44 -0.64
O1 1.05 -1.50 0.79
H5 -1.39 0.85 1.18
N1 -0.42 1.12 1.01
C3 -1.12 0.64 -1.25
N2 -1.95 0.40 -2.02
H6 -0.01 -1.55 -0.96

Here are the natural (NBO) charges for atoms 1 to 8, given in e:
1. H 0.15
2. C 0.13
3. H 0.11
4. H 0.20
5. C -0.15
6. H 0.23
7. O -0.56
8. H 0.37